[1]
Entry from the Open Molecules 2025 dataset: a cluster of 2 separate species, C6H17NO in total (ωB97M-V/def2-TZVPD).

The geometry in XYZ format:
```
25
Properties=species:S:1:pos:R:3
O -1.139 0.316 -2.957
N -0.591 -1.173 -0.367
C -0.797 0.285 1.648
C 1.374 2.011 0.082
C 1.106 0.528 -0.068
C 2.083 -0.321 0.778
C -1.981 -1.669 -0.446
C -0.393 0.173 0.182
H -1.424 -0.551 1.966
H -2.335 -1.432 -1.451
H -2.658 -1.331 0.337
H 1.609 -1.216 1.181
H 1.289 0.184 -1.093
H 2.421 2.235 -0.113
H -1.114 -0.459 -3.540
H -0.139 -1.819 0.267
H -0.676 0.052 -2.148
H -0.909 0.888 -0.470
H -1.408 1.164 1.902
H 2.501 0.220 1.632
H -1.935 -2.760 -0.402
H 1.329 2.277 1.139
H 0.079 0.324 2.299
H 0.746 2.641 -0.537
H 2.961 -0.568 0.176
```

Results
Net charge: -1
LUMO energy (alpha / beta): 0.1359 / 0.1342 Eh
Highest occupied orbital energy (alpha / beta): 1.30 / -5.82 eV
Frontier orbital gap (alpha / beta): 2.3954 / 9.4708 eV
ΔE to the lowest compared entry with this formula, charge and spin: 0.440 eV
2S+1: 2

Mulliken atomic charge list, values in e, 6 entries: O -0.7358; N -0.7671; C -2.2441; C -2.0139; C 1.0584; C -2.8825

***

[2]
Entry from the Open Molecules 2025 dataset: a structure of composition C32H58BCl28FN3O9P2S4 (ωB97M-V/def2-TZVPD).

The geometry in XYZ format:
```
138
Properties=species:S:1:pos:R:3
Cl -2.542 10.267 -1.832
Cl 4.719 -7.765 -3.252
Cl -5.608 5.145 7.705
Cl 6.379 -6.596 -1.157
Cl -2.067 12.375 0.139
Cl 3.438 -16.424 -3.394
Cl 6.288 -4.425 -4.600
Cl 5.714 -1.936 -3.168
Cl 1.380 6.105 -5.401
Cl -0.938 8.335 1.497
Cl -7.679 3.587 0.422
Cl 7.056 -3.012 0.025
Cl 3.645 -14.600 -1.111
Cl -5.395 -1.555 4.461
Cl -0.561 7.712 -1.338
Cl 2.098 -12.170 -4.417
Cl -4.763 0.531 6.415
Cl 0.688 8.652 -4.134
Cl 1.474 -9.709 -2.956
Cl -8.887 0.585 6.388
Cl -0.180 -3.518 -4.633
Cl -9.172 1.265 9.225
Cl 2.618 -4.212 -4.099
Cl 1.532 -6.888 -0.150
Cl -5.833 2.631 9.182
Cl -5.960 2.942 -1.866
Cl 7.842 -2.887 2.857
Cl -0.652 -4.971 -0.516
S -2.045 0.409 -0.329
S -3.265 1.318 3.316
S 1.921 -3.908 2.026
S 0.238 4.519 0.477
P -1.794 2.509 2.901
P -2.565 4.190 0.210
F 0.588 2.144 -1.191
O -1.159 0.763 0.972
O 0.046 -0.151 -2.554
O -1.760 -0.929 -0.648
O -3.411 0.581 -0.020
O 1.591 4.992 -2.551
O -0.900 1.264 -3.988
O -3.487 0.474 -4.238
O 1.378 3.044 -3.830
O 3.480 -4.198 -0.221
N 3.209 -2.301 -1.115
N 2.488 -2.331 0.047
N -3.836 3.473 0.729
C 4.118 -2.483 2.814
C -4.741 3.748 8.353
C 3.112 -3.485 3.320
C -6.018 -0.188 5.387
C -7.454 2.565 -1.006
C -0.714 0.731 -2.863
C -2.923 1.868 -2.380
C 2.891 -0.476 3.743
C 4.738 -6.746 -1.804
C 2.647 -10.542 -3.972
C -1.592 1.447 -1.766
C -3.603 0.639 -2.928
C 2.682 -15.089 -2.510
C 8.005 -3.747 1.320
C -0.812 2.101 1.301
C 6.875 -2.806 -4.171
C 3.732 -3.410 -1.227
C 0.842 0.694 2.640
C 1.700 7.842 -5.334
C -0.070 8.740 0.011
C 2.654 -3.428 0.566
C -0.995 3.185 0.165
C -0.627 3.743 -2.345
C 0.645 2.012 1.867
C 2.147 0.830 3.472
C -4.867 0.912 -3.731
C 0.451 -6.087 -1.313
C -0.708 2.655 -1.279
C -8.297 1.596 7.723
C -3.263 11.577 -0.894
C 1.412 -2.892 -4.173
C 3.481 -1.123 2.532
B 0.853 3.896 -2.949
H 4.302 -3.610 -2.102
H -3.623 2.242 -1.664
H -4.873 1.754 -4.394
H -3.626 -0.218 -2.324
H 4.376 -5.764 -2.071
H 9.048 -3.727 1.033
H 1.390 1.999 1.091
H -2.817 2.444 -3.279
H -3.677 12.310 -1.576
H 7.033 -2.247 -5.085
H -0.285 9.770 -0.247
H -6.377 0.568 4.699
H 0.028 0.507 3.325
H -7.247 1.390 7.879
H -0.125 -6.845 -1.828
H 2.762 -1.293 1.750
H -8.290 2.720 -1.677
H 1.004 5.692 -2.262
H 7.672 -4.770 1.454
H 1.346 -2.422 -3.196
H -8.437 2.637 7.458
H 0.991 8.605 0.179
H -2.768 4.722 -1.072
H 0.794 2.773 2.610
H 4.260 -0.510 2.101
H 2.589 -14.239 -3.176
H 3.579 -10.627 -3.428
H -1.257 3.523 -3.192
H -4.584 3.481 0.055
H -2.168 3.865 2.879
H 1.055 -5.530 -2.022
H 1.949 1.344 4.405
H 1.497 8.273 -6.306
H -0.939 4.702 -1.974
H 4.876 -2.367 3.580
H 2.793 -9.968 -4.878
H -4.267 3.220 7.533
H -6.823 -0.531 6.021
H 2.228 -1.116 4.311
H -7.412 1.530 -0.688
H 1.707 -15.411 -2.165
H 1.409 4.041 0.055
H -4.043 11.165 -0.266
H 4.097 -7.189 -1.053
H 2.008 3.528 -4.368
H 3.729 -0.241 4.392
H 2.739 7.988 -5.068
H 7.806 -2.905 -3.626
H -0.883 2.394 3.960
H -2.228 5.252 1.073
H 1.736 -2.165 -4.906
H -5.335 0.098 -4.252
H 3.557 -4.388 3.704
H 2.804 1.481 2.908
H -3.998 4.094 9.060
H 2.538 -3.070 4.131
H 0.981 -0.132 1.971
H 4.617 -2.877 1.941
```

Results
Net charge: -1
LUMO energy: 0.0580 Eh
Highest occupied orbital energy: -5.20 eV
Frontier orbital gap: 6.7782 eV

Mulliken atomic charge list, values in e, 6 entries: Cl -0.0774; Cl -0.1980; Cl -0.1714; Cl -0.1694; Cl -0.1634; Cl -0.1660